DFT (ωB97M-V/def2-TZVPD) results for a cluster of 10 separate species, C90H190N10O10 in total at a distorted geometry.

## Properties
energy relative to the best compared isomer or geometry (same formula, charge and spin)	5.744	eV
lowest unoccupied orbital energy	0.391	eV
total charge	0

Last columns: bonded neighbours and bond lengths (Å).
Atoms and positions in Å:
1 H -5.67564 -28.14051 17.31090  C140 1.090
2 C -7.29387 -29.22601 21.17625  H26 1.090, C196 1.572, H208 1.090, H246 1.090
3 H -4.55775 -31.55508 21.55418  O216 0.960
4 H -3.81032 -29.20027 18.08685  C228 1.090
5 C -8.14871 -19.97367 19.05806  H86 1.090, H89 1.090, H167 1.090, C267 1.564
6 H -8.73574 -22.89083 14.16318  C174 1.090
7 C 0.02600 -21.39179 16.19796  H148 1.090, C162 1.589, H192 1.090, C255 1.564
8 C -0.01629 -22.50718 23.70326  H23 1.090, H65 1.090, H71 1.090, C72 1.550
9 H 2.92804 -24.31009 17.14257  C27 1.090
10 C -4.68999 -17.96930 20.70077  C13 1.514, H95 1.090, H126 1.090, H275 1.090
11 H 3.48409 -19.32141 16.59647  O169 0.960
12 C 1.71694 -18.06152 14.37985  H157 1.090, C231 1.477, H263 1.090, H265 1.090
13 C -4.86180 -16.93812 19.60540  C10 1.514, N32 1.515, C166 1.528, C284 1.609
14 C -1.11141 -29.31127 26.79251  H151 1.090, H197 1.090, C271 1.559, C287 1.509
15 H 7.58646 -24.06937 18.78026  C119 1.090
16 H -5.29065 -29.13722 27.35785  C226 1.090
17 H 0.74901 -19.23966 18.94581  C92 1.090
18 H -6.50662 -21.94146 16.86397  C205 1.090
19 H -8.69065 -16.20663 18.27738  C268 1.090
20 H -0.24717 -25.00837 22.42811  C118 1.090
21 C -0.72922 -27.72617 16.81438  H132 1.090, C175 1.515, C181 1.554, H230 1.090
22 H 1.65399 -26.19972 18.77158  C125 1.090
23 H 0.52994 -21.90902 24.43260  C8 1.090
24 H -6.15234 -22.58659 22.40853  C70 1.090
25 H 1.48387 -29.20158 16.36871  C138 1.090
26 H -7.07932 -29.24902 22.24468  C2 1.090
27 C 2.36158 -24.77480 16.33555  H9 1.090, C64 1.583, H155 1.090, H210 1.090
28 H -6.04306 -20.10671 22.58979  C79 1.090
29 C -2.14990 -27.08620 25.86824  C134 1.595, C195 1.534, N202 1.486, C271 1.552
30 C -3.17269 -24.54704 14.47776  C96 1.582, H143 1.090, H235 1.090, H296 1.090
31 H -4.39481 -22.53714 17.04330  C102 1.090
32 N -6.29258 -16.86685 19.11283  C13 1.515, O146 1.394, C252 1.526
33 H -0.27993 -20.61662 18.98476  C92 1.090
34 C 5.96020 -25.57828 19.77714  C39 1.587, H40 1.090, H180 1.090, H221 1.090
35 H -1.33018 -27.39163 27.85858  C271 1.090
36 H 5.52579 -20.61167 21.17805  C168 1.090
37 H -6.11694 -21.17208 15.35011  C205 1.090
38 H -2.52431 -29.99816 21.44577  C250 1.090
39 C 5.93392 -24.00901 20.01367  C34 1.587, C51 1.519, N106 1.471, C119 1.462
40 H 6.93000 -25.99496 20.04910  C34 1.090
41 H 4.04002 -23.76289 18.95432  C51 1.090
42 H 6.20369 -21.30767 19.02329  C247 1.090
43 C -5.69209 -16.69815 16.71390  C58 1.547, C252 1.571, H261 1.090, H272 1.090
44 C -0.23455 -19.36327 14.74029  C231 1.574, C255 1.557, H262 1.090, H282 1.090
45 H -8.71718 -17.65049 23.66999  C251 1.090
46 H -2.37001 -26.89301 23.75050  C195 1.090
47 H -6.62273 -20.74241 24.08240  C79 1.090
48 C -0.74381 -27.62366 14.29238  H85 1.090, H124 1.090, C181 1.537, H232 1.090
49 H 1.78885 -24.73364 24.01408  C97 1.090
50 H -7.59470 -18.46278 24.58887  C251 1.090
51 C 4.47560 -23.58974 19.93838  C39 1.519, H41 1.090, H80 1.090, H277 1.090
52 H -3.41233 -21.49143 20.73381  C188 1.090
53 H -3.74287 -29.59871 23.82422  C285 1.090
54 H 2.91430 -21.70415 17.02409  C82 1.090
55 H -3.80481 -21.69953 15.70732  C102 1.090
56 N -5.08697 -30.08401 20.53146  C127 1.477, C196 1.457, O216 1.377
57 H -9.73228 -22.27462 20.16025  C236 1.090
58 C -4.19064 -16.71395 17.08790  C43 1.547, H87 1.090, H218 1.090, C284 1.505
59 H -6.07814 -27.36650 18.87535  C140 1.090
60 H -3.22275 -24.35617 22.26342  C104 1.090
61 H -1.62815 -21.04849 14.76494  C255 1.090
62 H -7.42390 -14.08887 17.29251  C90 1.090
63 H 4.13586 -20.87876 25.07508  C248 1.090
64 C 1.96029 -26.28009 16.61883  C27 1.583, C125 1.575, C204 1.567, N266 1.456
65 H 0.10761 -23.54839 24.00095  C8 1.090
66 H -4.90350 -30.77548 26.72772  C226 1.090
67 H -10.09285 -18.65860 21.54456  O289 0.960
68 C 1.23810 -21.03242 22.08901  C72 1.518, H116 1.090, H182 1.090, H269 1.090
69 C 0.39789 -17.41863 16.33295  H77 1.090, H120 1.090, C231 1.534, H270 1.090
70 C -7.04893 -21.98381 22.26402  H24 1.090, C79 1.590, C209 1.527, H256 1.090
71 H -1.04345 -22.18727 23.87848  C8 1.090
72 C 0.33127 -22.24330 22.21556  C8 1.550, C68 1.518, N107 1.540, C206 1.543
73 H -9.21008 -19.93016 24.72555  C136 1.090
74 C -1.31414 -24.18506 20.66828  C118 1.546, H156 1.090, C240 1.564, H300 1.090
75 C 4.11458 -24.91474 26.59857  C121 1.587, H187 1.090, H214 1.090, H239 1.090
76 C 7.83851 -21.73910 20.38118  C84 1.582, H137 1.090, H215 1.090, C247 1.560
77 H 0.31670 -16.50535 15.74352  C69 1.090
78 C 8.17006 -22.28292 22.76626  C84 1.601, H91 1.090, H153 1.090, H222 1.090
79 C -6.90368 -20.60276 23.03853  H28 1.090, H47 1.090, C70 1.590, C111 1.562
80 H 4.41231 -22.51380 20.10101  C51 1.090
81 H 4.52560 -23.28882 24.44764  C114 1.090
82 C 2.07199 -21.57690 17.70411  H54 1.090, H88 1.090, C162 1.598, H253 1.090
83 H -2.34856 -25.48455 27.34192  C134 1.090
84 C 7.04245 -22.29415 21.63039  C76 1.582, C78 1.601, N106 1.465, C168 1.579
85 H -0.96421 -26.56096 14.19157  C48 1.090
86 H -7.14112 -19.58014 18.92394  C5 1.090
87 H -3.64805 -17.13882 16.24340  C58 1.090
88 H 1.75300 -22.54876 18.08074  C82 1.090
89 H -8.12308 -20.84926 18.40939  C5 1.090
90 C -6.65059 -14.57221 17.88955  H62 1.090, H105 1.090, H177 1.090, C252 1.575
91 H 7.89997 -22.97059 23.56768  C78 1.090
92 C 0.19873 -19.92030 18.29619  H17 1.090, H33 1.090, C162 1.576, H170 1.090
93 H -2.89952 -17.34691 18.63241  C284 1.090
94 H -5.65742 -29.61672 25.75221  C226 1.090
95 H -5.00774 -17.67648 21.70148  C10 1.090
96 C -4.30310 -23.85108 15.33916  C30 1.582, C102 1.542, N129 1.471, C154 1.564
97 C 2.47927 -25.26497 24.66915  H49 1.090, C121 1.583, H179 1.090, H225 1.090
98 H -3.78797 -27.49210 18.71221  C228 1.090
99 N -8.34324 -19.35893 21.44459  C111 1.484, C267 1.504, O289 1.385
100 H -3.36933 -27.20344 21.33398  C241 1.090
101 H -3.22295 -25.23760 25.78147  C134 1.090
102 C -3.74883 -22.68142 16.17728  H31 1.090, H55 1.090, C96 1.542, H220 1.090
103 H -2.77028 -29.66970 28.03463  C287 1.090
104 C -2.73755 -23.41134 22.50833  H60 1.090, H145 1.090, C240 1.514, H254 1.090
105 H -6.99545 -14.26675 18.87739  C90 1.090
106 N 6.58558 -23.64088 21.28028  C39 1.471, C84 1.465, O257 1.340
107 N -0.96576 -21.87760 21.47116  C72 1.540, O207 1.411, C240 1.464
108 C -3.48972 -29.29766 26.00768  N202 1.509, C226 1.544, C285 1.509, C287 1.505
109 H -5.97726 -24.17954 17.75832  C149 1.090
110 H -10.56770 -20.76892 19.99620  C236 1.090
111 C -8.10532 -19.61689 22.88693  C79 1.562, N99 1.484, C136 1.524, C251 1.556
112 H -4.95923 -25.90815 15.64283  C154 1.090
113 O -4.43665 -27.33561 25.14693  N202 1.397, H294 0.960
114 C 3.58756 -22.98961 24.91522  H81 1.090, C121 1.563, H199 1.090, C248 1.575
115 C 2.77864 -22.63227 28.71442  H135 1.090, C186 1.535, H224 1.090, H238 1.090
116 H 2.28438 -21.12602 22.37992  C68 1.090
117 H -1.91534 -28.88062 20.23724  C250 1.090
118 C -0.04848 -24.67268 21.41031  H20 1.090, C74 1.546, H152 1.090, C206 1.608
119 C 6.69342 -23.45493 18.89443  H15 1.090, C39 1.462, H150 1.090, C247 1.536
120 H 0.94727 -17.27428 17.26325  C69 1.090
121 C 3.00588 -24.19991 25.71541  C75 1.587, C97 1.583, C114 1.563, N130 1.510
122 H -6.26907 -32.14183 19.54618  C234 1.090
123 C 0.53685 -21.88676 27.86706  C186 1.566, H194 1.090, H201 1.090, H291 1.090
124 H -0.15232 -27.76342 13.38756  C48 1.090
125 C 1.02396 -26.26687 17.88465  H22 1.090, C64 1.575, H142 1.090, C175 1.512
126 H -3.65686 -18.26297 20.88653  C10 1.090
127 C -4.12125 -28.99719 20.26854  N56 1.477, C228 1.556, C241 1.545, C250 1.527
128 H 4.63539 -21.93975 26.41467  C248 1.090
129 N -5.38927 -23.48928 14.41595  C96 1.471, C160 1.498, O161 1.385
130 N 1.87971 -23.65286 26.55904  C121 1.510, O139 1.402, C186 1.485
131 H -6.39622 -25.80466 17.38197  C149 1.090
132 H -1.54506 -27.02236 16.64962  C21 1.090
133 H 2.99223 -20.48545 27.29188  C219 1.090
134 C -2.29088 -25.54575 26.25516  C29 1.595, H83 1.090, H101 1.090, H213 1.090
135 H 3.78253 -22.97947 28.46996  C115 1.090
136 C -9.29065 -20.17379 23.66619  H73 1.090, C111 1.524, H191 1.090, H193 1.090
137 H 8.06951 -20.67511 20.32948  C76 1.090
138 C 0.85443 -29.18454 15.47899  H25 1.090, H158 1.090, C181 1.537, H276 1.090
139 O 1.10364 -24.59823 27.24502  N130 1.402, H203 0.960
140 C -5.66300 -28.25255 18.39505  H1 1.090, H59 1.090, C147 1.526, C228 1.516
141 H -7.29113 -25.44572 15.29485  C280 1.090
142 H 0.50956 -25.30698 17.83884  C125 1.090
143 H -3.58632 -25.26451 13.76908  C30 1.090
144 H -6.43140 -20.98749 20.44658  C209 1.090
145 H -2.12803 -23.69535 23.36619  C104 1.090
146 O -7.25316 -16.66667 20.10293  N32 1.394, H165 0.960
147 C -6.53544 -29.47638 18.66052  C140 1.526, C196 1.570, H217 1.090, H279 1.090
148 H 0.53094 -22.07480 15.51485  C7 1.090
149 C -6.09714 -24.86436 16.91882  H109 1.090, H131 1.090, C154 1.533, C280 1.541
150 H 6.13866 -23.54168 17.96020  C119 1.090
151 H -0.38349 -29.72238 27.49195  C14 1.090
152 H 0.48794 -25.45020 20.86643  C118 1.090
153 H 8.42674 -21.26896 23.07305  C78 1.090
154 C -4.72397 -25.04207 16.26142  C96 1.564, H112 1.090, C149 1.533, H258 1.090
155 H 1.46138 -24.24725 16.02025  C27 1.090
156 H -0.98787 -24.10679 19.63121  C74 1.090
157 H 1.08868 -17.46020 13.72272  C12 1.090
158 H 0.14210 -30.00936 15.49772  C138 1.090
159 O 1.81444 -26.80707 14.31540  N266 1.370, H283 0.960
160 C -6.73930 -23.21423 15.00439  N129 1.498, C174 1.542, C205 1.572, C280 1.583
161 O -4.99341 -22.61675 13.41534  N129 1.385, H244 0.960
162 C 1.01762 -20.53864 17.10048  C7 1.589, C82 1.598, C92 1.576, N183 1.454
163 H 4.97562 -21.86357 22.15866  C168 1.090
164 H -3.89102 -23.14509 20.21156  C188 1.090
165 H -7.37992 -17.57107 20.39888  O146 0.960
166 C -4.31779 -15.58923 20.07401  C13 1.528, H237 1.090, H286 1.090, H298 1.090
167 H -8.91137 -19.28725 18.69025  C5 1.090
168 C 5.87675 -21.28269 21.96204  H36 1.090, C84 1.579, H163 1.090, H171 1.090
169 O 2.69593 -18.91139 16.96019  H11 0.960, N183 1.369
170 H -0.66062 -19.36257 17.92397  C92 1.090
171 H 6.03690 -20.68468 22.85916  C168 1.090
172 H -7.03758 -17.58416 23.13380  C251 1.090
173 H -2.59496 -22.13146 19.34704  C188 1.090
174 C -7.75099 -23.22886 13.84054  H6 1.090, C160 1.542, H233 1.090, H297 1.090
175 C 0.11523 -27.46448 18.04414  C21 1.515, C125 1.512, H198 1.090, H227 1.090
176 H -2.36936 -30.92380 26.80048  C287 1.090
177 H -5.71109 -14.06064 17.68041  C90 1.090
178 H -8.08972 -17.60844 17.44827  C268 1.090
179 H 3.17753 -25.70308 23.95599  C97 1.090
180 H 5.21622 -26.14066 20.34134  C34 1.090
181 C 0.14264 -27.82384 15.53226  C21 1.554, C48 1.537, C138 1.537, N266 1.456
182 H 1.24354 -20.73496 21.04039  C68 1.090
183 N 1.70958 -19.56454 16.27148  C162 1.454, O169 1.369, C231 1.473
184 H 3.73533 -26.43322 17.66559  C204 1.090
185 H 1.86321 -20.72685 25.96974  C219 1.090
186 C 1.93052 -22.46299 27.44568  C115 1.535, C123 1.566, N130 1.485, C219 1.635
187 H 4.79922 -24.20785 27.06728  C75 1.090
188 C -3.07658 -22.42392 20.28010  H52 1.090, H164 1.090, H173 1.090, C240 1.571
189 H 3.05092 -27.97863 17.57074  C204 1.090
190 H -1.74012 -20.10377 16.20515  C255 1.090
191 H -9.55724 -21.23062 23.67778  C136 1.090
192 H -0.59511 -22.03302 16.82338  C7 1.090
193 H -10.13107 -19.52332 23.42394  C136 1.090
194 H -0.01010 -21.53227 26.99338  C123 1.090
195 C -1.59250 -27.21199 24.44463  C29 1.534, H46 1.090, H223 1.090, H229 1.090
196 C -6.48376 -30.05827 20.11753  C2 1.572, N56 1.457, C147 1.570, C234 1.545
197 H -0.66885 -29.54173 25.82342  C14 1.090
198 H -0.47332 -27.22350 18.92936  C175 1.090
199 H 2.94435 -22.65817 24.10004  C114 1.090
200 H -7.34113 -32.02272 20.84230  C234 1.090
201 H 0.57692 -21.03351 28.54415  C123 1.090
202 N -3.44961 -27.78967 26.02581  C29 1.486, C108 1.509, O113 1.397
203 H 0.33711 -24.82166 26.71198  O139 0.960
204 C 3.25102 -27.10225 16.95428  C64 1.567, H184 1.090, H189 1.090, H243 1.090
205 C -6.80862 -21.87198 15.81896  H18 1.090, H37 1.090, C160 1.572, H260 1.090
206 C 1.01114 -23.47525 21.58295  C72 1.543, C118 1.608, H264 1.090, H288 1.090
207 O -1.62627 -20.72942 21.95702  N107 1.411, H293 0.960
208 H -7.16498 -28.16812 20.94748  C2 1.090
209 C -7.29211 -21.54025 20.82306  C70 1.527, H144 1.090, C267 1.538, H299 1.090
210 H 3.02593 -24.69989 15.47465  C27 1.090
211 H -4.33891 -18.45104 18.18344  C284 1.090
212 H -2.64173 -30.49120 19.86717  C250 1.090
213 H -1.47890 -24.87479 25.97482  C134 1.090
214 H 3.69004 -25.46418 27.43880  C75 1.090
215 H 8.68861 -22.38952 20.17526  C76 1.090
216 O -4.87184 -30.67106 21.75784  H3 0.960, N56 1.377
217 H -7.54421 -29.17490 18.37838  C147 1.090
218 H -3.71485 -15.73555 17.02128  C58 1.090
219 C 2.59464 -21.22999 26.60217  H133 1.090, H185 1.090, C186 1.635, C248 1.553
220 H -2.71680 -22.86892 16.47364  C102 1.090
221 H 5.99418 -25.88757 18.73250  C34 1.090
222 H 9.01474 -22.87218 22.40937  C78 1.090
223 H -0.61032 -26.78706 24.23756  C195 1.090
224 H 2.38280 -23.40735 29.37067  C115 1.090
225 H 1.88595 -26.05841 25.12360  C97 1.090
226 C -4.88825 -29.70569 26.51939  H16 1.090, H66 1.090, H94 1.090, C108 1.544
227 H 0.75968 -28.33540 18.16370  C175 1.090
228 C -4.22192 -28.48796 18.80192  H4 1.090, H98 1.090, C127 1.556, C140 1.516
229 H -1.28021 -28.21309 24.14735  C195 1.090
230 H -1.20224 -28.68257 17.03728  C21 1.090
231 C 0.91309 -18.59731 15.49735  C12 1.477, C44 1.574, C69 1.534, N183 1.473
232 H -1.59720 -28.29229 14.40537  C48 1.090
233 H -7.47923 -22.52528 13.05362  C174 1.090
234 C -7.04604 -31.48673 19.94022  H122 1.090, C196 1.545, H200 1.090, H273 1.090
235 H -2.64929 -23.74189 13.96210  C30 1.090
236 C -9.80912 -21.27668 20.59188  H57 1.090, H110 1.090, C267 1.597, H281 1.090
237 H -4.09370 -15.01879 19.17264  C166 1.090
238 H 2.91743 -21.79155 29.39413  C115 1.090
239 H 4.69929 -25.58009 25.96333  C75 1.090
240 C -1.98144 -22.91646 21.29316  C74 1.564, C104 1.514, N107 1.464, C188 1.571
241 C -4.27961 -27.79266 21.22309  H100 1.090, C127 1.545, H245 1.090, H278 1.090
242 H -8.27743 -16.10280 16.46701  C268 1.090
243 H 3.91580 -27.45596 16.16621  C204 1.090
244 H -4.78034 -23.15232 12.64765  O161 0.960
245 H -5.00112 -27.10851 20.77648  C241 1.090
246 H -8.35726 -29.41543 21.02994  C2 1.090
247 C 7.06682 -21.97293 19.04597  H42 1.090, C76 1.560, C119 1.536, H274 1.090
248 C 3.81445 -21.67273 25.74919  H63 1.090, C114 1.575, H128 1.090, C219 1.553
249 H -7.94430 -24.17765 16.46743  C280 1.090
250 C -2.72196 -29.57939 20.45902  H38 1.090, H117 1.090, C127 1.527, H212 1.090
251 C -7.80758 -18.23768 23.54383  H45 1.090, H50 1.090, C111 1.556, H172 1.090
252 C -6.66088 -16.14562 17.81994  N32 1.526, C43 1.571, C90 1.575, C268 1.489
253 H 2.60597 -21.18304 18.56888  C82 1.090
254 H -3.41260 -22.62208 22.83919  C104 1.090
255 C -1.02464 -20.48514 15.47664  C7 1.564, C44 1.557, H61 1.090, H190 1.090
256 H -7.84146 -22.55416 22.74848  C70 1.090
257 O 5.97484 -24.23761 22.31303  N106 1.340, H292 0.960
258 H -3.97996 -25.33106 17.00373  C154 1.090
259 H -3.49960 -30.99354 24.88412  C285 1.090
260 H -7.78307 -21.40449 15.67751  C205 1.090
261 H -6.01381 -17.73083 16.57919  C43 1.090
262 H 0.17000 -19.80291 13.82861  C44 1.090
263 H 2.57959 -17.48177 14.70825  C12 1.090
264 H 1.93756 -23.61422 22.14022  C206 1.090
265 H 2.21212 -18.91556 13.91778  C12 1.090
266 N 1.15224 -26.77516 15.51396  C64 1.456, O159 1.370, C181 1.456
267 C -8.40272 -20.52667 20.49888  C5 1.564, N99 1.504, C209 1.538, C236 1.597
268 C -8.05429 -16.51901 17.44940  H19 1.090, H178 1.090, H242 1.090, C252 1.489
269 H 0.76272 -20.16142 22.54008  C68 1.090
270 H -0.62351 -17.51899 16.70007  C69 1.090
271 C -1.14779 -27.75406 26.84690  C14 1.559, C29 1.552, H35 1.090, H290 1.090
272 H -5.87525 -16.02823 15.87381  C43 1.090
273 H -7.98982 -31.42766 19.39811  C234 1.090
274 H 7.57047 -21.66217 18.13061  C247 1.090
275 H -5.15450 -18.93592 20.50594  C10 1.090
276 H 1.48432 -29.27476 14.59400  C138 1.090
277 H 3.86424 -23.90843 20.78264  C51 1.090
278 H -4.65014 -28.01861 22.22297  C241 1.090
279 H -6.26770 -30.23458 17.92463  C147 1.090
280 C -7.12625 -24.50944 15.82804  H141 1.090, C149 1.541, C160 1.583, H249 1.090
281 H -10.16872 -21.22715 21.61967  C236 1.090
282 H -0.92799 -18.57594 14.44472  C44 1.090
283 H 1.53166 -25.93943 14.01732  O159 0.960
284 C -3.95472 -17.44999 18.37941  C13 1.609, C58 1.505, H93 1.090, H211 1.090
285 C -3.19010 -29.96687 24.68851  H53 1.090, C108 1.509, H259 1.090, H295 1.090
286 H -3.46777 -15.75617 20.73560  C166 1.090
287 C -2.50237 -29.85963 26.99528  C14 1.509, H103 1.090, C108 1.505, H176 1.090
288 H 1.35577 -23.19627 20.58721  C206 1.090
289 O -9.24369 -18.32522 21.24561  H67 0.960, N99 1.385
290 H -0.13283 -27.44946 26.59158  C271 1.090
291 H 0.07050 -22.70172 28.42065  C123 1.090
292 H 6.63659 -24.89824 22.53042  O257 0.960
293 H -1.35263 -20.10152 21.28437  O207 0.960
294 H -4.39493 -27.98429 24.44048  O113 0.960
295 H -2.13652 -30.11822 24.45367  C285 1.090
296 H -2.48906 -25.06582 15.14979  C30 1.090
297 H -8.01072 -24.13073 13.28623  C174 1.090
298 H -5.12059 -15.18496 20.69059  C166 1.090
299 H -7.57411 -22.43905 20.27468  C209 1.090
300 H -1.91687 -25.09081 20.60157  C74 1.090

Results of the Mulliken charge analysis, in e, for atoms 1 through 6: number 1, H, carries 0.451; number 2, C, carries -1.588; number 3, H, carries 0.322; number 4, H, carries 0.417; number 5, C, carries -1.675; number 6, H, carries 0.436